#A
Formula: C6H45N2O17
Source: OMol25
Level of theory: the ωB97M-V functional and the def2-TZVPD basis

## Properties
**E_HOMO**: -10.150 eV
**Total charge**: +1
**M**: 417.42 g/mol

XYZ file:
```
70
Properties=species:S:1:pos:R:3:nbo_charge:R:1
C -0.41286 2.32808 1.20814 -0.70
C -1.16945 1.01861 1.44383 -0.17
N -0.77803 -0.01942 0.47321 -0.33
C -1.43119 -0.25242 -0.67748 -0.11
C -0.57284 -1.04750 -1.45608 -0.06
N 0.51451 -1.40796 -0.68011 -0.36
C 0.36045 -0.78314 0.54678 0.29
C 1.63843 -2.23596 -1.04566 -0.51
H -0.46263 3.16873 1.90018 0.22
H -0.68140 2.82670 0.27681 0.26
H 0.63474 2.23426 0.92209 0.28
H -2.25369 1.10940 1.37852 0.13
H -1.01559 0.71147 2.47828 0.21
H -2.43024 0.08559 -0.90996 0.21
H -0.67269 -1.36865 -2.48238 0.26
H 1.06708 -0.80524 1.36323 0.32
H 2.31383 -1.78444 -1.77233 0.18
H 1.27854 -3.22367 -1.33378 0.22
H 2.32218 -2.30403 -0.19953 0.31
O -3.62301 -0.97393 1.68112 -0.99
H -4.03696 -1.63719 1.12888 0.45
H -3.64572 -0.17494 1.15449 0.44
O 1.88782 2.54271 2.36990 -0.97
H 1.27242 1.81486 2.28190 0.50
H 2.14882 2.52631 3.29068 0.44
O 0.89127 -1.06405 -3.11316 -0.90
H 1.65014 -0.62977 -3.50271 0.50
H 0.50024 -1.55685 -3.83461 0.52
O 3.63574 -0.81814 -0.11107 -0.92
H 3.63034 -0.93431 -1.06118 0.45
H 4.56325 -0.81858 0.12548 0.49
O 3.74905 -1.50945 -2.15980 -0.82
H 3.18864 -2.28028 -2.24915 0.49
H 3.49803 -0.94425 -2.89040 0.48
O 2.62449 -4.29362 -0.71713 -0.90
H 2.15570 -5.07585 -1.00798 0.48
H 2.46868 -3.64969 -1.40801 0.43
O -2.03446 -1.93593 -2.68157 -0.93
H -2.74808 -1.88525 -2.04564 0.51
H -2.29226 -2.64056 -3.27594 0.47
O 1.06675 1.98637 -0.99664 -0.95
H 1.74123 2.63763 -1.18943 0.47
H 0.75832 1.69870 -1.85591 0.47
O -2.91037 2.80460 1.39803 -0.89
H -3.45791 3.42020 0.91071 0.50
H -3.06502 1.95961 0.97575 0.43
O -4.00822 0.75316 0.48122 -0.86
H -3.52220 1.44632 0.03451 0.47
H -4.85744 0.73289 0.04005 0.53
O -1.35830 4.34693 0.95700 -0.97
H -1.84030 3.68943 1.45860 0.47
H -0.71284 4.69322 1.57319 0.46
O 0.35012 0.92175 -2.69057 -0.92
H 0.59629 0.00472 -2.56937 0.47
H -0.00184 0.96023 -3.57989 0.47
O -1.58572 1.77254 3.36541 -0.91
H -2.52489 1.95690 3.37948 0.49
H -1.49838 0.93646 3.82319 0.45
O 1.54868 0.21713 2.54322 -0.95
H 0.73293 0.05320 3.01641 0.44
H 2.15133 0.54551 3.21046 0.48
O 2.32957 0.59585 0.33033 -1.01
H 2.82428 -0.00870 -0.22286 0.43
H 1.85035 1.14857 -0.28700 0.44
O -0.26145 -0.15663 3.70522 -0.88
H -1.13441 -0.30190 3.34044 0.50
H -0.17670 -0.81540 4.39447 0.52
O -0.14853 -3.81235 -2.97278 -0.91
H 0.36920 -3.04709 -2.72262 0.46
H -0.98785 -3.45137 -3.25822 0.45
```

***

#B
Formula: C6H45N2O17
Source: OMol25
Level of theory: the ωB97M-V functional and the def2-TZVPD basis

## Properties
**E_HOMO**: -12.134 eV
**Total charge**: +1
**M**: 417.42 g/mol

XYZ file:
```
70
Properties=species:S:1:pos:R:3:nbo_charge:R:1
C 2.35135 -0.04237 -0.83299 -0.65
C 1.67311 -1.27819 -0.27964 -0.21
N 0.34036 -1.01441 0.25333 -0.28
C -0.33218 -1.80097 1.16229 -0.06
C -1.53371 -1.21255 1.35571 -0.04
N -1.59241 -0.12600 0.53159 -0.28
C -0.42367 0.00938 -0.08706 0.24
C -2.77986 0.71117 0.31252 -0.40
H 2.39555 0.77743 -0.11473 0.26
H 1.93462 0.29649 -1.78186 0.21
H 3.38443 -0.31430 -1.06352 0.24
H 2.30128 -1.78270 0.44751 0.22
H 1.55401 -1.97511 -1.11541 0.21
H 0.16000 -2.68418 1.52823 0.25
H -2.39782 -1.58970 1.87825 0.26
H -0.21423 0.81580 -0.76802 0.27
H -3.48195 0.49285 1.10836 0.25
H -3.15911 0.49278 -0.67912 0.23
H -2.47268 1.75345 0.31721 0.21
O 2.35327 0.04812 -4.99018 -0.95
H 2.95537 -0.69201 -4.85633 0.48
H 1.48877 -0.36275 -5.08398 0.48
O -1.68080 0.79954 -2.94475 -0.96
H -2.17400 1.30818 -3.59749 0.48
H -0.80041 0.71741 -3.32615 0.48
O -3.35084 0.06242 3.88950 -0.96
H -3.46418 1.01968 3.87425 0.49
H -2.97194 -0.12207 4.75606 0.49
O 0.47644 -5.12233 1.73957 -0.93
H -0.44270 -4.84453 1.80579 0.46
H 0.66665 -5.53431 2.58918 0.48
O -4.74884 0.32435 -3.05616 -0.94
H -4.55133 1.22617 -3.32711 0.47
H -3.89140 -0.08170 -2.88220 0.48
O 1.45802 -2.19174 3.99538 -0.93
H 2.30829 -2.63286 4.09107 0.47
H 0.81162 -2.87892 4.18356 0.46
O -5.35462 -1.40092 2.63148 -0.97
H -5.00542 -2.29864 2.67890 0.47
H -4.77653 -0.85102 3.18188 0.48
O 3.98272 2.20196 -3.25866 -0.96
H 4.52169 1.63941 -2.68984 0.48
H 3.68310 1.61524 -3.96577 0.49
O 2.54411 3.85320 -1.31256 -1.01
H 3.27959 3.48805 -0.77301 0.50
H 2.66270 3.41161 -2.16599 0.50
O 4.49050 2.54587 0.01435 -0.98
H 4.97514 1.80392 -0.38292 0.51
H 5.02287 2.83493 0.76073 0.49
O -4.03362 -4.11076 2.19392 -0.95
H -3.62057 -4.63555 1.50120 0.48
H -3.68177 -4.45799 3.02040 0.47
O -4.80960 3.15094 -0.43083 -0.94
H -3.94893 3.57545 -0.36902 0.46
H -5.40146 3.82643 -0.77745 0.48
O -6.48292 -0.79019 -1.12179 -0.95
H -6.20652 -1.66194 -1.41525 0.46
H -5.98129 -0.17000 -1.67298 0.49
O 1.66395 1.66252 2.26616 -0.96
H 1.12653 1.95955 1.52007 0.49
H 1.96285 2.47430 2.68562 0.47
O 6.09582 0.81701 -1.56093 -0.98
H 6.60836 0.05914 -1.25333 0.51
H 6.54761 1.12152 -2.35717 0.49
O 5.87141 -1.42114 0.98675 -0.95
H 5.23932 -2.11880 1.18204 0.47
H 6.07842 -1.03415 1.84352 0.48
O 0.24652 3.05627 -0.03523 -1.00
H -0.35720 3.61789 0.46245 0.47
H 0.90817 3.66441 -0.41941 0.53
```

***

Result of the stability comparison: #B is the most stable of them.